No. 1
Entry from OMol25: an isolated molecule of C7H6O3S (ωB97M-V with the def2-TZVPD basis set).

XYZ file:
```
17
C7H6O3S, DFT ωB97M-V with the def2-TZVPD basis set
C -1.410 1.179 -0.231
C -2.305 -1.038 -0.728
C 0.513 0.580 0.774
C 1.765 0.302 -0.203
C -0.352 -0.657 0.830
C -1.512 -0.293 0.045
C 1.820 -1.159 -0.585
O -2.158 1.881 -0.819
O -0.273 1.607 0.315
O 2.869 0.781 0.470
S 0.697 -2.050 0.071
H -2.274 -2.139 -0.763
H -3.138 -0.599 -1.405
H 1.035 1.161 1.628
H 1.510 0.741 -1.235
H -0.563 -1.019 1.778
H 3.774 0.723 0.058
```

Calculated values
HOMO energy ... -0.3248 Eh
Maximum force ... 0.0723 Eh/bohr
Energy above the lowest of the compared OMol25 structures with the same formula, charge and spin ... 67.41 kcal per mole
Orbital gap ... 0.3169 Ha
DFT total energy ... -24329.992 eV

No. 2
Entry from OMol25: a cluster of 2 separate species, C5H10N2O in total (ωB97M-V with the def2-TZVPD basis set).

XYZ file:
```
18
C5H10N2O, DFT ωB97M-V with the def2-TZVPD basis set
C -0.453 1.181 0.651
C 1.362 -1.690 -0.454
C -0.588 -0.215 0.251
C 0.546 -1.113 0.662
N -1.185 2.131 0.077
C -1.644 -0.662 -0.435
O 0.781 1.644 -1.035
N 0.845 -1.348 1.873
H 1.540 1.578 -1.628
H -0.014 1.378 1.627
H -0.831 2.119 -0.936
H -1.050 3.052 0.477
H 0.208 -0.884 2.524
H 0.740 -2.317 -1.098
H 1.739 -0.874 -1.073
H 2.185 -2.277 -0.053
H -2.485 -0.019 -0.653
H -1.697 -1.687 -0.778
```

Calculated values
HOMO energy (alpha / beta) ... -0.3321 / -0.3321 Eh
Maximum force ... 0.0134 Eh/bohr
Energy above the lowest of the compared OMol25 structures with the same formula, charge and spin ... 85.68 kcal per mole
Orbital gap (alpha / beta) ... 0.3188 / 0.3188 Ha
DFT total energy ... -10371.590 eV

No. 3
Entry from OMol25: an isolated molecule of C4H9NOS2 (ωB97M-V with the def2-TZVPD basis set).

XYZ file:
```
17
C4H9NOS2, DFT ωB97M-V with the def2-TZVPD basis set
C 1.498 1.249 -0.463
O 0.261 1.015 0.165
C -0.415 -0.009 -0.404
C 0.167 -1.375 -0.180
N 0.760 -1.571 1.159
C -1.891 0.071 -0.054
S -2.972 -1.146 -0.255
S -2.546 1.564 0.495
H 1.369 1.364 -1.558
H 1.985 2.127 0.009
H 2.182 0.406 -0.248
H -0.417 0.139 -1.529
H -0.672 -2.013 -0.172
H 0.909 -1.605 -0.945
H -0.013 -1.771 1.829
H 1.198 -0.722 1.491
H -1.401 2.275 0.659
```

Calculated values
HOMO energy ... -0.3235 Eh
Maximum force ... 0.0524 Eh/bohr
SMILES ... CO[C@@H](CN)C(=S)S
Energy above the lowest of the compared OMol25 structures with the same formula, charge and spin ... 41.22 kcal per mole
Orbital gap ... 0.3129 Ha
DFT total energy ... -29500.696 eV

No. 4
Entry from OMol25: a structure of composition C39H48CaFNSb2SeSi2 (ωB97M-V with the def2-TZVPD basis set).

XYZ file:
```
95
C39H48CaFNSb2SeSi2, DFT ωB97M-V with the def2-TZVPD basis set
Ca 0.288 1.324 0.755
C -0.450 -3.264 -0.579
C 0.549 -2.938 -1.686
C 0.018 -1.912 -2.696
Sb 0.802 0.063 -2.329
C -0.329 1.066 -3.813
C 0.251 1.976 -4.691
C -0.537 2.682 -5.590
C -1.911 2.487 -5.611
C -2.496 1.586 -4.734
C -1.709 0.881 -3.837
C 2.604 -0.277 -3.409
C 2.577 -0.554 -4.775
C 3.749 -0.836 -5.459
C 4.963 -0.848 -4.783
C 5.001 -0.575 -3.425
C 3.825 -0.287 -2.742
Sb -1.284 -1.569 0.464
C -3.135 -1.440 -0.577
C -3.874 -2.577 -0.905
C -5.061 -2.463 -1.612
C -5.522 -1.209 -1.998
C -4.800 -0.074 -1.667
C -3.610 -0.187 -0.956
C -1.950 -2.676 2.153
C -1.035 -3.413 2.899
C -1.444 -4.111 4.025
C -2.772 -4.070 4.424
C -3.688 -3.323 3.697
C -3.279 -2.629 2.565
H 0.000 -3.903 0.183
H -1.305 -3.806 -0.989
H 0.802 -3.866 -2.207
H 1.490 -2.595 -1.240
H -1.075 -1.886 -2.696
H 0.333 -2.137 -3.715
H 1.323 2.138 -4.683
H -0.079 3.390 -6.268
H -2.525 3.043 -6.308
H -3.569 1.438 -4.741
H -2.185 0.192 -3.146
H 1.635 -0.542 -5.314
H 3.717 -1.046 -6.521
H 5.878 -1.069 -5.317
H 5.945 -0.584 -2.894
H 3.870 -0.073 -1.680
H -3.533 -3.559 -0.596
H -5.629 -3.350 -1.861
H -6.449 -1.122 -2.551
H -5.158 0.907 -1.955
H -3.062 0.714 -0.698
H 0.015 -3.431 2.622
H -0.721 -4.678 4.598
H -3.091 -4.613 5.305
H -4.725 -3.281 4.007
H -4.006 -2.055 2.002
C 3.867 -1.307 1.163
Si 3.369 0.352 1.901
C 3.611 1.689 0.590
C 4.550 0.781 3.295
N 1.707 0.413 2.297
C 1.115 -0.171 3.381
C 1.703 -1.077 4.290
C 1.016 -1.584 5.381
C -0.304 -1.236 5.631
C -0.938 -0.365 4.755
C -0.223 0.116 3.690
F -0.875 0.995 2.819
H 4.906 -1.302 0.819
H 3.231 -1.560 0.310
H 3.765 -2.114 1.893
H 4.615 1.636 0.160
H 3.504 2.678 1.044
H 2.922 1.638 -0.264
H 5.561 0.914 2.902
H 4.596 0.013 4.068
H 4.250 1.716 3.773
H 2.732 -1.374 4.129
H 1.526 -2.268 6.048
H -0.839 -1.641 6.478
H -1.970 -0.065 4.883
C 0.611 4.019 1.909
Si -0.937 4.519 0.921
C -0.550 6.181 0.153
C -2.325 4.703 2.168
Se -1.415 3.012 -0.668
H 0.888 4.856 2.555
H 1.480 3.834 1.267
H 0.479 3.168 2.587
H -0.321 6.931 0.915
H -1.402 6.534 -0.432
H 0.303 6.101 -0.523
H -2.081 5.448 2.930
H -2.518 3.751 2.667
H -3.246 5.011 1.671
```

Calculated values
HOMO energy ... -0.2692 Eh
Maximum force ... 0.0029 Eh/bohr
Energy above the lowest of the compared OMol25 structures with the same formula, charge and spin ... 0.18 kcal per mole
Orbital gap ... 0.2853 Ha
DFT total energy ... -158049.690 eV

No. 5
Entry from OMol25: an isolated molecule of C3H3OP (ωB97M-V with the def2-TZVPD basis set).

XYZ file:
```
8
C3H3OP, DFT ωB97M-V with the def2-TZVPD basis set
C -0.668 0.263 0.356
C -1.642 -0.630 0.080
C 0.823 0.238 -0.184
O -2.605 -1.241 -0.164
P 2.816 -0.646 0.045
H -1.018 0.772 1.250
H 1.380 1.271 -0.107
H 0.915 -0.026 -1.276
```

Calculated values
HOMO energy (alpha / beta) ... -0.3108 / -0.3110 Eh
Maximum force ... 0.0501 Eh/bohr
Energy above the lowest of the compared OMol25 structures with the same formula, charge and spin ... 105.89 kcal per mole
Orbital gap (alpha / beta) ... 0.2630 / 0.2621 Ha
DFT total energy ... -14490.430 eV

No. 6
Entry from OMol25: a cluster of 2 separate species, C7H10O5S in total (ωB97M-V with the def2-TZVPD basis set).

XYZ file:
```
23
C7H10O5S, DFT ωB97M-V with the def2-TZVPD basis set
C 2.273 0.801 -1.914
C 1.027 0.364 -2.022
C 0.115 -0.457 -2.911
C -2.347 -0.468 1.162
C -0.004 -1.495 0.796
C -0.262 0.881 0.329
C -1.027 -0.440 0.368
O -0.769 0.213 -3.448
O 2.332 0.947 1.508
O 0.205 -1.671 -2.842
O 0.779 2.845 1.615
O 0.369 0.868 2.961
S 0.912 1.407 1.709
H 2.633 1.379 -1.059
H 3.153 0.456 -2.388
H -3.072 0.428 0.798
H -2.984 -1.471 1.043
H -2.067 -0.589 2.249
H 0.703 -1.031 1.384
H -0.534 -2.229 1.357
H 0.577 -1.879 -0.080
H -0.798 1.785 0.108
H -1.215 -0.644 -0.724
```

Calculated values
HOMO energy (alpha / beta) ... -0.0504 / -0.0420 Eh
Maximum force ... 0.0579 Eh/bohr
Net charge ... -2
Energy above the lowest of the compared OMol25 structures with the same formula, charge and spin ... 18.64 kcal per mole
Orbital gap (alpha / beta) ... 0.2720 / 0.2614 Ha
DFT total energy ... -28489.662 eV

No. 7
Entry from OMol25: a cluster of 2 separate species, C9H10ClO2S in total (ωB97M-V with the def2-TZVPD basis set).

XYZ file:
```
23
C9H10ClO2S, DFT ωB97M-V with the def2-TZVPD basis set
C -0.832 -2.232 1.572
C 0.514 -1.839 1.756
C -1.392 -2.212 0.292
C 1.334 -1.430 0.710
C -0.537 -1.962 -0.735
C 0.794 -1.632 -0.559
C -1.165 1.733 0.505
C 0.031 3.589 -0.757
C -0.312 2.104 -0.436
O 1.246 0.163 -2.075
O 3.082 -1.349 -1.521
S 1.703 -1.279 -2.097
Cl -2.059 2.860 1.480
H -1.299 -2.390 2.492
H 0.987 -1.709 2.765
H -2.496 -2.483 0.046
H 2.319 -1.116 0.783
H -0.974 -2.033 -1.776
H -0.559 3.740 -1.623
H 1.024 3.411 -1.022
H -0.134 4.060 0.198
H -1.395 0.734 0.936
H 0.119 1.273 -0.936
```

Calculated values
HOMO energy ... -0.1490 Eh
Maximum force ... 0.0825 Eh/bohr
Net charge ... -1
Energy above the lowest of the compared OMol25 structures with the same formula, charge and spin ... 15.41 kcal per mole
Orbital gap ... 0.2634 Ha
DFT total energy ... -36947.225 eV

No. 8
Entry from OMol25: a structure of composition C9H16Cl3N3O3PdS (ωB97M-V with the def2-TZVPD basis set).

XYZ file:
```
36
C9H16Cl3N3O3PdS, DFT ωB97M-V with the def2-TZVPD basis set
Pd -0.096 0.014 -0.686
C 0.906 0.846 -2.329
H 1.112 1.899 -2.125
H 0.290 0.763 -3.225
H 1.833 0.292 -2.478
Cl -2.029 -4.486 -1.340
C -0.648 -3.771 -2.188
Cl -1.047 -3.542 -3.898
Cl 0.744 -4.839 -2.044
C -0.364 -2.377 -1.571
O 0.758 -2.136 -1.091
O -1.315 -1.557 -1.608
C 0.375 1.721 3.007
N 1.293 0.705 2.547
C 2.698 1.006 2.294
C 3.218 -0.270 1.602
N 2.006 -1.058 1.453
C 0.919 -0.429 1.936
S -0.654 -1.018 1.769
H 0.043 2.355 2.181
H 0.872 2.327 3.763
H -0.493 1.239 3.450
H 3.220 1.211 3.229
H 2.782 1.887 1.651
H 3.955 -0.790 2.215
H 3.665 -0.053 0.632
H 1.892 -1.841 0.827
C -2.890 1.686 -1.934
C -2.469 1.520 -0.498
N -3.296 0.817 0.305
O -1.407 1.979 -0.067
H -3.866 2.167 -1.995
H -2.956 0.704 -2.407
H -2.148 2.287 -2.451
H -4.003 0.232 -0.108
H -2.900 0.513 1.185
```

Calculated values
HOMO energy (alpha / beta) ... -0.2742 / -0.3147 Eh
Maximum force ... 0.0060 Eh/bohr
<S²> ... 2.01
Spin multiplicity ... 3
Energy above the lowest of the compared OMol25 structures with the same formula, charge and spin ... 6.62 kcal per mole
Orbital gap (alpha / beta) ... 0.2948 / 0.2824 Ha
DFT total energy ... -72087.378 eV

No. 9
Entry from OMol25: a structure of composition C4H13N2 (ωB97M-V with the def2-TZVPD basis set).

XYZ file:
```
19
C4H13N2, DFT ωB97M-V with the def2-TZVPD basis set
N 0.527 1.518 1.208
C -2.034 -0.257 0.880
C -1.532 0.270 -0.454
N -0.121 0.386 -0.695
C 0.643 -0.828 -0.572
C 2.112 -0.660 -0.895
H 1.328 0.943 1.488
H 0.925 2.442 1.023
H -1.763 0.394 1.706
H -1.699 -1.265 1.120
H -3.118 -0.283 0.831
H -1.975 1.221 -0.698
H -1.842 -0.409 -1.264
H 0.418 1.218 0.155
H 0.157 -1.480 -1.307
H 0.489 -1.315 0.409
H 2.603 -0.007 -0.193
H 2.601 -1.643 -0.851
H 2.282 -0.246 -1.892
```

Calculated values
HOMO energy ... -0.5796 Eh
Maximum force ... 0.0327 Eh/bohr
Net charge ... +1
Energy above the lowest of the compared OMol25 structures with the same formula, charge and spin ... 123.34 kcal per mole
Orbital gap ... 0.2881 Ha
DFT total energy ... -7328.139 eV

No. 10
Entry from OMol25: an isolated molecule of C9H9N3O (ωB97M-V with the def2-TZVPD basis set).

XYZ file:
```
22
C9H9N3O, DFT ωB97M-V with the def2-TZVPD basis set
N -1.277 1.806 -2.674
C -0.756 0.901 -2.192
C -0.111 -0.149 -1.537
C -0.756 -0.519 -0.228
C -0.113 -1.517 0.483
C -0.584 -1.853 1.769
C -1.692 -1.218 2.224
C -2.266 -0.144 1.557
C -1.820 0.265 0.312
N 1.367 0.196 -1.212
O 2.162 -0.772 -1.490
C 1.680 1.395 -0.732
N 2.983 1.642 -0.400
H -0.147 -1.000 -2.128
H 0.689 -1.928 0.097
H -0.178 -2.645 2.378
H -1.958 -1.570 3.124
H -3.009 0.339 2.008
H -2.076 1.010 -0.315
H 1.099 2.247 -0.586
H 3.276 2.640 -0.424
H 3.488 0.874 -0.034
```

Calculated values
HOMO energy ... -0.2960 Eh
Maximum force ... 0.1057 Eh/bohr
SMILES ... N#C[C@H](c1ccccc1)/[N+]([O-])=C/N
Energy above the lowest of the compared OMol25 structures with the same formula, charge and spin ... 88.27 kcal per mole
Orbital gap ... 0.3227 Ha
DFT total energy ... -15992.722 eV

No. 11
Entry from OMol25: a structure of composition C18H32N10O5PbS2 (ωB97M-V with the def2-TZVPD basis set).

XYZ file:
```
68
C18H32N10O5PbS2, DFT ωB97M-V with the def2-TZVPD basis set
Pb -1.227 1.075 0.094
O -2.648 -0.967 -0.564
N -3.724 -0.986 0.182
C -4.148 -2.181 0.661
C -5.245 -2.280 1.472
C -5.934 -1.120 1.823
C -5.495 0.088 1.337
C -4.383 0.173 0.490
S -3.862 1.673 -0.183
H -3.553 -3.020 0.336
H -5.552 -3.253 1.827
H -6.800 -1.167 2.469
H -5.998 1.011 1.588
N -0.539 0.055 -2.125
C 0.920 0.050 -2.243
C 1.453 -0.860 -3.353
C 1.028 -0.520 -4.780
C 1.552 0.830 -5.269
N 0.616 1.925 -5.012
C 0.868 3.062 -4.367
N 2.046 3.287 -3.796
N -0.073 4.005 -4.310
C 1.538 -0.362 -0.879
O 2.719 -0.724 -0.884
O 0.786 -0.289 0.145
H -0.914 -0.884 -2.029
H -1.002 0.507 -2.904
H 1.236 1.089 -2.391
H 1.136 -1.882 -3.124
H 2.541 -0.864 -3.293
H -0.060 -0.557 -4.892
H 1.426 -1.289 -5.443
H 1.757 0.805 -6.339
H 2.496 1.046 -4.771
H -0.273 1.859 -5.483
H 2.749 2.570 -3.764
H 2.118 4.050 -3.122
H -0.997 3.831 -4.663
H 0.050 4.789 -3.681
N -1.346 -0.415 2.557
C -0.012 -0.117 3.062
C 0.169 -0.304 4.576
C 0.713 -1.666 5.008
C 2.205 -1.889 4.706
N 2.460 -2.532 3.414
C 2.948 -2.001 2.292
N 3.276 -0.727 2.190
N 3.173 -2.813 1.243
C 0.481 1.307 2.679
O 1.600 1.599 3.112
O -0.265 2.060 1.980
H -2.081 -0.150 3.200
H -1.459 -1.375 2.260
H 0.669 -0.765 2.514
H -0.790 -0.125 5.071
H 0.856 0.460 4.936
H 0.141 -2.483 4.556
H 0.584 -1.754 6.088
H 2.624 -2.559 5.456
H 2.765 -0.955 4.760
H 2.283 -3.522 3.384
H 2.868 0.013 2.784
H 3.517 -0.403 1.262
H 2.898 -3.778 1.297
H 3.162 -2.389 0.320
S 0.625 5.553 -1.325
C -0.081 4.104 -1.116
N -0.592 3.053 -1.026
```

Calculated values
HOMO energy (alpha / beta) ... -0.3543 / -0.3915 Eh
Maximum force ... 0.0149 Eh/bohr
Net charge ... +1
<S²> ... 0.76
Spin multiplicity ... 2
Energy above the lowest of the compared OMol25 structures with the same formula, charge and spin ... 5.23 kcal per mole
Orbital gap (alpha / beta) ... 0.2762 / 0.2331 Ha
DFT total energy ... -71239.269 eV

No. 12
Entry from OMol25: a structure of composition C15H22F6K4N3O24S6 (ωB97M-V with the def2-TZVPD basis set).

XYZ file:
```
80
C15H22F6K4N3O24S6, DFT ωB97M-V with the def2-TZVPD basis set
K -0.348 0.008 -3.682
K -3.673 -1.518 0.105
K 1.032 2.925 -2.885
K -5.941 0.672 -0.646
N -4.905 -1.182 -2.243
S -5.195 -2.649 -2.718
O -3.992 -3.553 -2.873
O -6.395 -2.968 -3.550
F -5.721 -3.079 -1.309
S -4.269 -0.659 -3.690
O -5.209 -0.365 -4.749
O -2.929 -1.088 -3.946
F -4.013 0.827 -3.223
N -0.813 1.746 -1.347
S -2.147 2.108 -0.696
O -2.095 3.055 0.461
O -3.143 1.046 -0.672
F -2.677 3.081 -1.834
S -0.081 1.090 -0.001
O -0.853 0.304 0.928
O 1.069 1.818 0.541
F 0.703 -0.016 -0.843
N 2.055 0.911 -4.324
S 2.703 1.179 -5.706
O 2.454 0.246 -6.750
O 4.014 1.873 -5.742
F 1.722 2.322 -6.275
S 3.362 -0.078 -3.776
O 4.546 0.626 -3.402
O 3.482 -1.446 -4.308
F 2.760 -0.423 -2.319
C 1.155 6.495 1.501
C -0.046 5.681 0.993
O -0.028 5.902 -0.358
C 1.322 6.046 -0.695
O 1.731 5.710 -1.796
O 2.016 6.353 0.366
H 1.515 6.060 2.434
H 1.030 7.565 1.666
H -1.017 6.004 1.369
H -0.044 4.596 1.100
C -0.432 -6.711 -1.544
C 0.139 -5.325 -1.166
C 1.209 -4.753 -2.017
O 1.030 -3.394 -1.804
C -0.329 -3.197 -1.581
O -1.007 -2.165 -1.831
O -0.872 -4.408 -1.380
H -1.269 -7.025 -0.922
H 0.271 -7.484 -1.235
H -0.785 -6.873 -2.563
H 0.534 -5.316 -0.150
H 1.058 -4.966 -3.075
H 2.184 -5.159 -1.749
C 2.406 -0.887 2.171
C 1.847 -2.314 2.432
C 1.252 -2.683 3.813
O -0.095 -2.798 3.555
C -0.356 -2.797 2.255
O -1.392 -3.110 1.720
O 0.685 -2.381 1.609
H 2.621 -0.592 1.144
H 3.376 -0.687 2.625
H 1.674 -0.182 2.565
H 2.536 -3.101 2.126
H 1.445 -1.955 4.601
H 1.537 -3.662 4.199
C -0.520 0.857 4.268
C 0.737 1.548 4.811
C 1.280 2.717 3.919
O 1.641 3.609 4.904
C 1.110 3.325 6.115
O 1.182 4.063 7.055
O 0.504 2.178 6.086
H -1.159 1.460 3.623
H -1.212 0.590 5.067
H -0.243 0.049 3.591
H 1.566 0.842 4.872
H 0.505 3.149 3.286
H 2.204 2.315 3.503
```

Calculated values
HOMO energy (alpha / beta) ... -0.5199 / -0.5199 Eh
Maximum force ... 0.1798 Eh/bohr
Net charge ... +2
<S²> ... 0.76
Spin multiplicity ... 2
Orbital gap (alpha / beta) ... 0.2583 / 0.0767 Ha
DFT total energy ... -216120.754 eV